# 1
C35H39ClN6O7Tl | wB97M-V/def2-TZVPD

## Properties
Total energy ... -2844.836085 a.u.
Total charge ... +1
Highest occupied orbital energy ... -10.4 eV
Relative energy (zero: lowest compared OMol25 entry of this formula, charge and spin) ... 0.718 eV
Frontier orbital gap ... 7.54 eV
F_max ... 0.0079 Eh/bohr

Each line ends with the Löwdin charge.
Geometry (Å):
Tl (3.4188, 0.6333, 0.5385)  1.057
O (7.5326, 0.5462, 3.7720)  0.135
C (6.4470, 0.7950, 3.0345)  -0.467
O (6.3245, 0.4766, 1.8833)  0.051
C (5.4044, 1.5426, 3.8220)  -0.161
C (5.7334, 2.2114, 4.9960)  0.036
C (4.7414, 2.9301, 5.6367)  -0.010
C (3.4630, 2.9352, 5.1067)  0.020
C (3.2233, 2.2008, 3.9533)  -0.168
N (4.1764, 1.5290, 3.3205)  0.143
C (1.8426, 2.0346, 3.3517)  -0.460
O (0.9176, 2.9430, 3.6626)  0.154
O (1.5575, 1.1117, 2.6357)  0.019
H (8.1733, 0.0652, 3.2289)  0.144
H (6.7390, 2.1669, 5.3878)  0.128
H (4.9602, 3.4748, 6.5459)  0.125
H (2.6761, 3.4783, 5.6139)  0.123
H (1.2735, 3.6868, 4.1615)  0.113
C (5.8016, 0.9794, -2.8862)  0.023
C (4.3992, 1.0466, -3.3713)  -0.270
O (3.4820, 1.5179, -2.4987)  0.046
C (3.8031, 0.7115, -4.5390)  0.068
C (2.4325, 0.9967, -4.3745)  -0.208
C (1.2802, 0.8472, -5.2938)  0.019
N (2.2601, 1.4761, -3.1592)  -0.043
N (1.0952, 1.8374, -2.6233)  0.164
C (1.0023, 2.2706, -1.3646)  -0.450
O (1.9108, 2.3946, -0.5152)  -0.172
C (-0.4074, 2.5942, -0.9598)  -0.149
C (-0.6904, 2.6638, 0.4007)  -0.020
C (-1.9857, 2.9137, 0.8339)  -0.076
C (-3.0018, 3.1103, -0.0910)  -0.082
C (-2.7199, 3.0619, -1.4509)  -0.075
C (-1.4294, 2.7998, -1.8855)  -0.048
H (5.8700, 1.3233, -1.8562)  0.083
H (6.4491, 1.5980, -3.5065)  0.101
H (6.1652, -0.0471, -2.9339)  0.101
H (4.2749, 0.3090, -5.4203)  0.136
H (1.5880, 0.3474, -6.2088)  0.092
H (0.8674, 1.8278, -5.5345)  0.101
H (0.4886, 0.2743, -4.8079)  0.081
H (0.1129, 2.5102, 1.1103)  0.086
H (-2.1982, 2.9587, 1.8960)  0.107
H (-4.0111, 3.3136, 0.2477)  0.107
H (-3.5092, 3.2270, -2.1737)  0.107
H (-1.1999, 2.7585, -2.9411)  0.109
C (-1.6555, -0.7247, -2.6211)  -0.039
C (-2.6366, -1.7970, -2.1250)  -0.490
C (-2.5468, -3.0074, -3.0690)  -0.040
C (-4.0448, -1.1964, -2.2424)  -0.034
C (-2.3856, -2.2655, -0.6439)  -0.415
O (-3.3523, -3.2422, -0.2705)  0.005
C (-2.3439, -1.0944, 0.3764)  -0.093
C (-3.6620, -0.6752, 1.0570)  -0.122
C (-4.1872, -1.6328, 2.1054)  -0.234
C (-3.4158, -1.9740, 3.2125)  -0.033
C (-3.8892, -2.8490, 4.1773)  -0.096
C (-5.1580, -3.3903, 4.0416)  -0.671
Cl (-5.7524, -4.4948, 5.2397)  0.672
C (-5.9556, -3.0516, 2.9634)  -0.092
C (-5.4647, -2.1725, 2.0072)  -0.045
C (-1.1142, -3.1274, -0.4865)  -0.037
N (0.1438, -2.4862, -0.8489)  -0.091
C (0.8087, -1.5054, -0.2303)  -0.150
N (1.8995, -1.1959, -0.9118)  -0.003
C (1.8545, -2.0614, -1.9616)  -0.206
N (0.8167, -2.8653, -1.9557)  0.122
H (-1.9409, -0.4469, -3.6402)  0.094
H (-0.6254, -1.0784, -2.6668)  0.058
H (-1.6851, 0.1877, -2.0267)  0.057
H (-2.9755, -2.7495, -4.0401)  0.089
H (-3.1040, -3.8565, -2.6702)  0.092
H (-1.5107, -3.3099, -3.2358)  0.072
H (-4.2457, -0.9636, -3.2900)  0.091
H (-4.1352, -0.2633, -1.6816)  0.076
H (-4.8238, -1.8912, -1.9171)  0.092
H (-4.2073, -2.8244, -0.1317)  0.073
H (-1.9232, -0.2138, -0.1089)  0.099
H (-1.6562, -1.3653, 1.1830)  0.098
H (-4.4439, -0.4857, 0.3214)  0.098
H (-3.4635, 0.2827, 1.5442)  0.115
H (-2.4258, -1.5452, 3.3336)  0.115
H (-3.2828, -3.1089, 5.0353)  0.107
H (-6.9504, -3.4683, 2.8742)  0.110
H (-6.1010, -1.8999, 1.1694)  0.120
H (-1.2046, -4.0154, -1.1018)  0.131
H (-1.0699, -3.4453, 0.5538)  0.143
H (0.4792, -1.0201, 0.6783)  0.131
H (2.6022, -2.0935, -2.7404)  0.113

***

# 2
C28H26Cl4N2O2 | wB97M-V/def2-TZVPD

## Properties
Total energy ... -3183.214946 a.u.
Structure (SMILES) ... C=C1N(c2c(C)cc(C)cc2C)C=CN1c1c(C)cc(C)cc1C.O=C1C(Cl)=C(Cl)C(=O)C(Cl)=C1Cl
Total charge ... 0
Highest occupied orbital energy ... -6.0 eV
Relative energy (zero: lowest compared OMol25 entry of this formula, charge and spin) ... 1.640 eV
Frontier orbital gap ... 4.03 eV
F_max ... 0.0879 Eh/bohr

Each line ends with the Löwdin charge.
Geometry (Å):
Cl (-0.9227, -3.3525, -0.0683)  0.793
C (0.4060, -3.4644, 1.0276)  -0.552
C (1.0709, -4.6551, 1.0871)  -0.627
Cl (1.0108, -5.7944, -0.1708)  0.772
C (1.9719, -4.9578, 2.2210)  -0.418
O (2.6725, -5.9739, 2.2325)  0.053
C (1.9108, -3.9943, 3.3764)  -0.608
Cl (2.7562, -4.4693, 4.7892)  0.743
C (1.3248, -2.7731, 3.2214)  -0.594
Cl (1.3497, -1.6099, 4.4853)  0.743
C (0.8346, -2.3473, 1.8736)  -0.353
O (0.8955, -1.1176, 1.6172)  -0.001
C (4.5681, -0.3178, -4.6806)  -0.058
C (3.3152, 0.0269, -3.9204)  -0.268
C (2.0737, 0.0218, -4.5668)  -0.009
C (0.8927, 0.3493, -3.8867)  -0.195
C (-0.3948, 0.3174, -4.6457)  -0.050
C (0.9674, 0.7171, -2.5331)  -0.125
N (-0.2122, 1.1541, -1.8549)  0.010
C (-0.6701, 0.6500, -0.6499)  -0.246
C (-0.2936, -0.5382, -0.0550)  -0.054
N (-1.7465, 1.4487, -0.2828)  0.015
C (-2.2635, 1.4381, 1.0613)  -0.126
C (-1.7402, 2.3514, 1.9834)  -0.188
C (-0.8431, 3.4552, 1.5386)  -0.029
C (-2.0015, 2.1687, 3.3440)  -0.003
C (-2.7663, 1.0979, 3.8034)  -0.263
C (-2.9445, 0.9097, 5.2845)  -0.054
C (-3.3260, 0.2287, 2.8615)  0.002
C (-3.0999, 0.3971, 1.4896)  -0.204
C (-3.7270, -0.5498, 0.5181)  -0.035
C (-1.9102, 2.4456, -1.2397)  -0.055
C (-1.0106, 2.2266, -2.2295)  -0.046
C (2.2055, 0.7784, -1.8772)  -0.189
C (2.3179, 1.3033, -0.4804)  -0.029
C (3.3663, 0.4133, -2.5777)  0.000
H (5.4180, -0.4454, -4.0009)  0.075
H (4.4350, -1.2425, -5.2556)  0.080
H (4.8202, 0.4709, -5.4037)  0.084
H (2.0290, -0.2364, -5.6290)  0.124
H (-1.2707, 0.2049, -3.9975)  0.080
H (-0.5174, 1.2282, -5.2543)  0.089
H (-0.3717, -0.5256, -5.3518)  0.084
H (-1.0561, -0.9387, 0.5974)  0.021
H (0.5682, -1.0071, -0.5227)  0.078
H (-0.6599, 4.1206, 2.3885)  0.080
H (0.1324, 3.0841, 1.1912)  0.084
H (-1.2884, 4.0577, 0.7403)  0.076
H (-1.5860, 2.8796, 4.0602)  0.121
H (-3.6797, 0.1335, 5.5134)  0.075
H (-2.0029, 0.6323, 5.7788)  0.083
H (-3.2731, 1.8425, 5.7596)  0.082
H (-3.9536, -0.5991, 3.1982)  0.118
H (-4.5948, -1.0247, 0.9922)  0.082
H (-4.0891, -0.0399, -0.3799)  0.089
H (-3.0501, -1.3567, 0.2137)  0.051
H (-2.6603, 3.2156, -1.1563)  0.121
H (-0.8442, 2.7542, -3.1543)  0.121
H (3.3836, 1.4228, -0.2499)  0.081
H (1.8483, 2.2951, -0.3754)  0.088
H (1.8971, 0.6162, 0.2666)  0.064
H (4.3287, 0.4739, -2.0644)  0.116

***

# 3
C2H3F2IO2 | wB97M-V/def2-TZVPD

## Properties
Total energy ... -725.814547 a.u.
Total charge ... 0
Highest occupied orbital energy ... -10.0 eV
Relative energy (zero: lowest compared OMol25 entry of this formula, charge and spin) ... 1.745 eV
Frontier orbital gap ... 8.19 eV
F_max ... 0.1392 Eh/bohr

Each line ends with the Löwdin charge.
Geometry (Å):
C (0.1348, 0.4755, 0.2096)  -0.236
C (2.0603, -0.2104, 1.7286)  -0.767
O (1.0744, 1.0120, 0.9626)  -0.096
O (1.3016, -1.1866, 2.1497)  -0.496
F (2.8262, 0.4898, 2.5409)  0.144
F (2.8827, -0.5732, 0.7213)  0.065
I (2.4848, -2.6598, 2.7933)  1.107
H (0.4706, -0.2609, -0.4058)  0.045
H (-0.2214, 1.3616, -0.4628)  0.134
H (-0.7278, 0.1099, 0.8381)  0.100